# C22H27N3O2S

C22H27N3O2S in the gas phase (ωB97M-V/def2-TZVPD, the OMol25 dataset).

Calculated values
**Energy above the lowest of the compared OMol25 structures with the same formula, charge and spin**: 178.2 kJ/mol
**Gap between HOMO and LUMO**: 0.3108 Eh
**Strongest force on any atom**: 0.6 eV Å⁻¹
**Total energy**: -42652.9067 eV
**SMILES**: O=C(NCCN1CCOCC1)c1ccc2c(c1)N(Cc1ccccc1)CCS2
**Highest occupied orbital energy**: -7.8 eV

CARTESIAN COORDINATES (ANGSTROEM)
O: -1.9148 -2.0745 2.0237
C: -1.7789 -2.0438 0.8139
N: -2.8249 -1.8878 -0.0341
H: -2.6410 -1.7860 -1.0183
C: -4.1706 -1.6508 0.4348
H: -4.8427 -1.6774 -0.4246
C: -4.3282 -0.3236 1.2170
N: -4.0657 0.9209 0.5511
C: -4.8388 1.2717 -0.6177
C: -4.0808 1.0072 -1.9263
H: -4.6362 1.3983 -2.7809
O: -2.8382 1.6758 -1.9327
C: -2.0252 1.2633 -0.8539
C: -2.7260 1.4611 0.4992
H: -2.1230 1.0176 1.2920
H: -2.8034 2.5425 0.6797
H: -1.1281 1.8834 -0.9045
H: -1.7320 0.2116 -0.9908
H: -3.9223 -0.0738 -2.0693
H: -5.7834 0.7271 -0.6091
H: -5.0526 2.3479 -0.5679
H: -5.3650 -0.2930 1.5734
H: -3.6735 -0.3770 2.0882
H: -4.4427 -2.4565 1.1241
C: -0.4480 -2.1242 0.1484
C: 0.6431 -1.6729 0.8726
C: 1.9365 -1.6355 0.3468
C: 2.0989 -2.0995 -0.9698
C: 1.0123 -2.6023 -1.6793
C: -0.2553 -2.6156 -1.1424
H: -1.0705 -3.0309 -1.7159
H: 1.1860 -2.9685 -2.6802
S: 3.6281 -2.0759 -1.8521
C: 4.6098 -1.0515 -0.7215
C: 4.3263 -1.5147 0.7035
N: 2.9890 -1.2091 1.1470
C: 2.8405 0.0149 1.9207
C: 2.9902 1.2460 1.0592
C: 4.1447 2.0168 1.1014
C: 4.2952 3.1048 0.2586
C: 3.2947 3.4288 -0.6412
C: 2.1391 2.6665 -0.6892
C: 1.9862 1.5839 0.1577
H: 1.0842 0.9897 0.1173
H: 1.3551 2.9164 -1.3890
H: 3.4136 4.2739 -1.3026
H: 5.1970 3.6976 0.3027
H: 4.9307 1.7662 1.8003
H: 1.8602 0.0159 2.3971
H: 3.5988 0.0057 2.7084
H: 5.0339 -1.0478 1.3917
H: 4.4674 -2.6015 0.7522
H: 5.6527 -1.2016 -0.9946
H: 4.3373 -0.0055 -0.8624
H: 0.4604 -1.3545 1.8873

These are the Mulliken partial charges, in e, on atoms 1 to 4: number 1, O, carries -0.67; number 2, C, carries -0.01; number 3, N, carries -0.06; number 4, H, carries 0.35

=====

# ClH2OZr

A molecular structure, ClH2OZr (ωB97M-V/def2-TZVPD, the OMol25 dataset).

Calculated values
**Energy above the lowest of the compared OMol25 structures with the same formula, charge and spin**: 0.0 kJ/mol
**Gap between HOMO and LUMO (alpha / beta)**: 0.2560 / 0.2565 Eh
**Strongest force on any atom**: 6.4 eV Å⁻¹
**Total energy**: -15814.3125 eV
**Highest occupied orbital energy (alpha / beta)**: -32.7 / -32.7 eV
**Charge**: +4
**Multiplicity**: 2

CARTESIAN COORDINATES (ANGSTROEM)
Zr: 2.8178 -0.9520 -2.5537
Cl: 1.1192 0.2180 -0.9211
O: -1.2323 0.0528 1.4889
H: -2.0930 0.2442 1.1164
H: -0.6118 0.4370 0.8696

These are the Mulliken partial charges, in e, on atoms 1 to 4: number 1, Zr, carries 2.71; number 2, Cl, carries 0.26; number 3, O, carries 0.14; number 4, H, carries 0.51

=====

# H6N6

2 unconnected molecules or ions with the total composition H6N6 (ωB97M-V/def2-TZVPD, the OMol25 dataset).

Calculated values
**Energy above the lowest of the compared OMol25 structures with the same formula, charge and spin**: 541.6 kJ/mol
**Gap between HOMO and LUMO (alpha / beta)**: 0.2966 / 0.3517 Eh
**Strongest force on any atom**: 4.7 eV Å⁻¹
**Total energy**: -9030.6209 eV
**Highest occupied orbital energy (alpha / beta)**: -7.8 / -8.7 eV

CARTESIAN COORDINATES (ANGSTROEM)
N: 1.9019 -0.8384 0.2804
N: -0.2422 -1.0308 0.0869
N: 2.1623 0.4232 -0.2009
N: -0.5477 1.1839 0.2912
N: -2.2499 -0.3899 -0.2759
N: -0.8733 0.0066 0.0933
H: 2.4127 1.0528 0.5103
H: 2.0165 0.6195 -1.1373
H: -1.2759 1.7767 0.6601
H: 1.8826 -1.4949 -0.5367
H: -2.3341 -1.3703 -0.1169
H: -2.8529 0.0615 0.3455

These are the Mulliken partial charges, in e, on atoms 1 to 4: number 1, N, carries -0.32; number 2, N, carries -0.74; number 3, N, carries -0.15; number 4, N, carries -0.79

=====

# C3H13NO3

3 unconnected molecules or ions with the total composition C3H13NO3 (ωB97M-V/def2-TZVPD, the OMol25 dataset).

Calculated values
**Energy above the lowest of the compared OMol25 structures with the same formula, charge and spin**: 185.2 kJ/mol
**Gap between HOMO and LUMO**: 0.3525 Eh
**Strongest force on any atom**: 3.8 eV Å⁻¹
**Total energy**: -10952.8524 eV
**SMILES**: C[C@@H](N)CO.O.O
**Highest occupied orbital energy**: -8.8 eV

CARTESIAN COORDINATES (ANGSTROEM)
C: 0.1431 -0.6856 0.9147
O: -0.1784 0.6764 1.2693
C: 1.0248 -0.9453 -0.3524
C: 1.8231 -2.2095 -0.5113
N: -0.0259 -0.9771 -1.5656
H: 0.5163 -1.3029 1.7934
H: -0.7745 -1.2118 0.6896
H: 0.5219 1.1795 1.7624
H: 1.7546 -0.0967 -0.6134
H: 2.5975 -2.1999 -1.2972
H: 1.1072 -2.9698 -0.9145
H: 2.1369 -2.6028 0.4437
H: 0.5073 -0.5117 -2.3117
H: -1.0110 -0.6247 -1.4549
H: -1.5668 4.1774 2.8323
H: -1.6223 2.6835 2.4863
O: -1.1344 3.4714 2.3733
H: -1.1901 1.3986 -1.9779
H: -2.6789 1.4553 -2.0964
O: -1.9504 1.2956 -1.4699

These are the Mulliken partial charges, in e, on atoms 1 to 4: number 1, C, carries -0.96; number 2, O, carries -0.43; number 3, C, carries 0.68; number 4, C, carries -1.28

=====

# C50H79Br18IN4O5

10 unconnected molecules or ions with the total composition C50H79Br18IN4O5 (ωB97M-V/def2-TZVPD, the OMol25 dataset).

Calculated values
**Gap between HOMO and LUMO**: 0.2906 Eh
**Strongest force on any atom**: 2.3 eV Å⁻¹
**Total energy**: -1338196.0430 eV
**SMILES**: COCCCCCCCCCCCc1c(I)c(N(C(C)=O)C(C)=O)c(CC(N)(N)N)c2c1C(=O)c1ccccc1C2=O.BrCCBr.BrCCBr.BrCCBr.BrCCBr.BrCCBr.BrCCBr.BrCCBr.BrCCBr.BrCCBr
**Highest occupied orbital energy**: -8.6 eV

CARTESIAN COORDINATES (ANGSTROEM)
C: 5.8604 -5.2730 2.4002
O: 6.5609 -4.5269 1.4346
C: 5.8855 -3.2859 1.1874
C: 6.4424 -2.7186 -0.1297
C: 6.8498 -1.2336 -0.0733
C: 5.8124 -0.3225 0.6378
C: 5.8654 1.0849 -0.0055
C: 5.3662 2.1918 0.9778
C: 3.8160 2.1903 0.9238
C: 3.2565 3.1456 -0.1457
C: 1.8214 3.6422 0.1125
C: 0.7254 2.6605 -0.3231
C: 0.5543 1.5312 0.7349
C: -0.6017 0.6278 0.3835
C: -1.7934 0.6237 1.0922
I: -1.9689 1.9435 2.7687
C: -2.8673 -0.1977 0.7893
N: -4.1359 -0.2225 1.4836
C: -4.1048 -0.7245 2.8305
C: -2.8696 -1.3659 3.4637
O: -5.1224 -0.6901 3.4949
C: -4.8911 1.0082 1.3333
C: -5.4987 1.2171 -0.0626
O: -5.1013 1.8202 2.1957
C: -2.7465 -1.0579 -0.3181
C: -3.9615 -1.9240 -0.6822
C: -3.9959 -3.2950 0.1399
N: -5.1500 -3.2233 1.0343
N: -4.1252 -4.3744 -0.8640
N: -2.7396 -3.4301 0.8667
C: -1.5739 -1.1003 -1.0481
C: -0.5071 -0.2578 -0.6743
C: 0.7586 -0.3735 -1.4932
O: 1.8624 -0.0614 -1.0711
C: 0.7127 -0.9347 -2.8885
C: 1.7037 -0.6958 -3.8060
C: 1.6657 -1.2488 -5.0630
C: 0.6098 -2.0707 -5.4249
C: -0.3893 -2.3081 -4.5083
C: -0.3418 -1.7517 -3.2573
C: -1.4015 -2.0295 -2.2165
O: -2.0655 -3.0422 -2.3626
H: 5.7344 -4.7031 3.3367
H: 6.4314 -6.1700 2.6689
H: 4.8839 -5.6335 2.0386
H: 6.0664 -2.6283 2.0503
H: 4.8185 -3.5287 1.0699
H: 7.3387 -3.3100 -0.3645
H: 5.7466 -2.9222 -0.9532
H: 7.8353 -1.1252 0.3944
H: 6.9229 -0.8630 -1.1050
H: 4.8031 -0.7400 0.5220
H: 6.0145 -0.2692 1.7154
H: 6.8762 1.2994 -0.3700
H: 5.1709 1.0751 -0.8580
H: 5.7733 3.1677 0.6839
H: 5.7154 1.8928 1.9721
H: 3.4078 2.3793 1.9257
H: 3.5148 1.1682 0.6529
H: 3.9053 4.0339 -0.1328
H: 3.3489 2.7286 -1.1586
H: 1.6963 4.5911 -0.4481
H: 1.7110 3.9202 1.1707
H: -0.2242 3.2149 -0.2791
H: 0.8821 2.2410 -1.3205
H: 0.4326 2.0350 1.6955
H: 1.4556 0.9242 0.8256
H: -1.9231 -0.8950 3.1986
H: -2.8592 -2.4371 3.2540
H: -2.9806 -1.2623 4.5457
H: -4.7488 1.0882 -0.8494
H: -5.9867 2.1911 -0.0656
H: -6.2843 0.4540 -0.1646
H: -4.0093 -2.1098 -1.7560
H: -4.8420 -1.3303 -0.4183
H: -6.0033 -3.2916 0.4886
H: -5.1225 -4.0753 1.6005
H: -5.0913 -4.4008 -1.1761
H: -3.9041 -5.2386 -0.3726
H: -2.9590 -3.9430 1.7198
H: -2.1493 -4.0604 0.3272
H: 2.5726 -0.0862 -3.5680
H: 2.4545 -1.0835 -5.7905
H: 0.5587 -2.5424 -6.4010
H: -1.2351 -2.9421 -4.7633
Br: -3.7034 -0.7522 8.7438
C: -4.8731 -1.8601 7.6515
C: -4.4909 -3.3147 7.7367
Br: -2.9103 -3.6942 6.6690
H: -4.8274 -1.4669 6.6392
H: -5.8719 -1.7041 8.0541
H: -5.2768 -3.9393 7.3155
H: -4.2746 -3.6421 8.7489
Br: 0.5957 6.8902 2.7394
C: 1.2571 8.2361 1.4959
C: 1.5732 7.6364 0.1532
Br: 3.2495 6.6546 0.1885
H: 2.1172 8.7043 1.9648
H: 0.4521 8.9636 1.4088
H: 1.7183 8.4171 -0.5905
H: 0.8095 6.9447 -0.1962
Br: 9.0119 2.1755 1.5652
C: 9.4232 3.3742 0.0877
C: 9.1352 4.8055 0.4509
Br: 7.2300 5.2242 0.3941
H: 8.8587 3.0293 -0.7743
H: 10.4866 3.2368 -0.0983
H: 9.5856 5.4825 -0.2725
H: 9.4825 5.0594 1.4475
Br: 2.0848 9.0116 -3.3185
C: 2.7014 10.8015 -2.8725
C: 4.1948 10.8379 -2.6971
Br: 4.7206 10.0620 -0.9906
H: 2.1629 11.1049 -1.9798
H: 2.3965 11.4291 -3.7076
H: 4.5494 11.8666 -2.6709
H: 4.7301 10.2925 -3.4680
Br: -6.9855 -6.8778 0.7929
C: -6.8206 -7.4905 2.6337
C: -6.6946 -6.3334 3.5876
Br: -4.9077 -5.5638 3.5373
H: -5.9693 -8.1632 2.6676
H: -7.7321 -8.0509 2.8317
H: -6.8321 -6.6666 4.6144
H: -7.3908 -5.5275 3.3753
Br: 4.0428 -7.8912 4.2475
C: 5.5547 -8.9760 4.8177
C: 6.1161 -8.4951 6.1292
Br: 7.1872 -6.8867 5.8996
H: 6.2808 -8.9543 4.0108
H: 5.1589 -9.9847 4.9192
H: 6.7975 -9.2342 6.5459
H: 5.3474 -8.2612 6.8590
Br: -7.2877 -3.0158 -2.5723
C: -6.5067 -1.7615 -3.8402
C: -6.5057 -0.3575 -3.3018
Br: -8.2718 0.4519 -3.3961
H: -7.0644 -1.8645 -4.7656
H: -5.4858 -2.1108 -3.9924
H: -5.8681 0.2808 -3.9107
H: -6.1888 -0.3004 -2.2651
Br: -1.9619 5.3785 -1.1392
C: -1.8197 5.3677 -3.0811
C: -0.9486 4.2401 -3.5705
Br: 0.9365 4.6344 -3.2996
H: -1.4493 6.3454 -3.3739
H: -2.8397 5.2450 -3.4403
H: -1.0630 4.1103 -4.6450
H: -1.1487 3.2965 -3.0704
Br: -9.0802 -1.5617 -6.8102
C: -8.1394 -0.6170 -8.2268
C: -6.7351 -0.2521 -7.8215
Br: -6.7072 1.2807 -6.6167
H: -8.7439 0.2476 -8.4827
H: -8.1241 -1.3090 -9.0666
H: -6.1604 0.0611 -8.6909
H: -6.2128 -1.0593 -7.3170

These are the Mulliken partial charges, in e, on atoms 1 to 4: number 1, C, carries -0.62; number 2, O, carries -0.38; number 3, C, carries -0.33; number 4, C, carries -0.88

=====

# C50H47CoIN6O6P

A molecular structure, C50H47CoIN6O6P (ωB97M-V/def2-TZVPD, the OMol25 dataset).

Calculated values
**Energy above the lowest of the compared OMol25 structures with the same formula, charge and spin**: 252.8 kJ/mol
**Gap between HOMO and LUMO (alpha / beta)**: 0.1555 / 0.1410 Eh
**Strongest force on any atom**: 1.1 eV Å⁻¹
**Total energy**: -128855.0887 eV
**Highest occupied orbital energy (alpha / beta)**: -2.3 / -2.3 eV
**Charge**: -1
**Multiplicity**: 4

CARTESIAN COORDINATES (ANGSTROEM)
Co: -0.1527 -0.1480 0.2210
C: 0.4901 -5.1692 2.1988
N: -0.0465 -3.8314 2.2569
C: -1.0194 -3.3852 3.1162
C: -1.2169 -2.0686 2.8157
N: -0.3949 -1.7089 1.7898
C: 0.3193 -2.7769 1.4771
P: 1.6551 -2.8223 0.1701
C: 2.3323 -1.2359 0.8055
N: 1.7263 -0.0837 1.0300
C: 2.6665 0.7635 1.5312
C: 3.8622 0.1109 1.6291
N: 3.6421 -1.1615 1.1763
C: 4.6070 -2.2332 1.0939
C: 0.3899 -2.5200 -1.1214
N: -0.6385 -1.6849 -1.0914
C: -1.3147 -1.8654 -2.2604
C: -0.7159 -2.8494 -2.9897
N: 0.3581 -3.2734 -2.2554
C: 1.2831 -4.3215 -2.6231
H: -0.1297 -5.8206 2.8119
H: 1.5155 -5.1959 2.5727
H: 0.4925 -5.5386 1.1732
H: -1.4895 -4.0331 3.8346
H: -1.8918 -1.3709 3.2783
H: 2.4196 1.7778 1.7949
H: 4.8296 0.4410 1.9641
H: 5.6107 -1.8337 1.2262
H: 4.5170 -2.7023 0.1158
H: 4.4173 -2.9849 1.8632
H: -2.1869 -1.2855 -2.5067
H: -0.9606 -3.2620 -3.9525
H: 1.2575 -4.4605 -3.7022
H: 1.0246 -5.2642 -2.1352
H: 2.2833 -4.0222 -2.3212
C: -4.4943 3.4032 0.2225
C: -3.0706 3.8014 -0.1523
C: -2.9605 5.2740 -0.5158
O: -2.6075 3.0540 -1.2665
C: -1.9015 1.9560 -0.7495
C: -1.3026 2.5130 0.5588
O: -2.2085 3.5065 0.9423
C: -1.9033 1.4311 2.6604
O: -1.0540 1.5144 1.5226
C: -1.3578 2.0227 3.8462
C: -1.5945 1.4924 5.1342
C: -1.0231 2.0516 6.2604
C: -0.2029 3.1713 6.1650
C: 0.0379 3.7174 4.9089
C: -0.5109 3.1527 3.7739
C: -3.1608 0.7898 2.5433
C: -4.2154 1.0183 3.4703
C: -5.4676 0.4703 3.2867
C: -5.7537 -0.3249 2.1775
C: -4.7257 -0.6110 1.2839
C: -3.4600 -0.0913 1.4658
C: -0.3966 2.2986 -2.5683
O: -0.9482 1.4140 -1.6339
C: 0.6625 3.1800 -2.1376
C: 0.7404 4.5084 -2.5910
C: 1.7517 5.3474 -2.1637
C: 2.7157 4.8922 -1.2733
C: 2.6370 3.5891 -0.7958
C: 1.6197 2.7489 -1.2022
C: -0.9897 2.2822 -3.8560
C: -0.3898 2.9003 -4.9793
C: -0.9733 2.8437 -6.2265
C: -2.1659 2.1575 -6.4303
C: -2.7603 1.5180 -5.3463
C: -2.1903 1.5729 -4.0941
H: -5.1606 3.6058 -0.6157
H: -4.8120 3.9680 1.0970
H: -4.5322 2.3414 0.4678
H: -3.5343 5.4574 -1.4233
H: -1.9139 5.5080 -0.7079
H: -3.3327 5.8992 0.2929
H: -2.5945 1.1406 -0.5159
H: -0.3242 2.9601 0.3420
H: -2.2020 0.6025 5.2384
H: -1.2080 1.6112 7.2344
H: 0.2486 3.6034 7.0496
H: 0.6555 4.6051 4.8235
H: -0.3258 3.6008 2.8064
H: -4.0316 1.6753 4.3093
H: -6.2476 0.6667 4.0146
H: -6.7478 -0.7263 2.0229
H: -4.9201 -1.2625 0.4378
H: -2.6510 -0.4090 0.8186
H: -0.0357 4.8851 -3.2437
H: 1.7794 6.3723 -2.5140
H: 3.5064 5.5553 -0.9465
H: 3.3815 3.2282 -0.0971
H: 1.5646 1.7270 -0.8492
H: 0.5595 3.4045 -4.8666
H: -0.4898 3.3346 -7.0625
H: -2.6104 2.1073 -7.4155
H: -3.6850 0.9737 -5.4964
H: -2.6729 1.0814 -3.2620
I: 7.0405 0.8032 -6.7088
C: 5.6783 0.1807 -5.2158
C: 6.0196 -0.8909 -4.4092
C: 5.1188 -1.3107 -3.4403
C: 3.9039 -0.6582 -3.2830
C: 3.5869 0.4200 -4.1034
C: 4.4735 0.8481 -5.0786
C: 2.8995 -1.0602 -2.2132
O: 3.1360 -2.1727 -1.6212
O: 1.9683 -0.2832 -2.0145
H: 6.9707 -1.3900 -4.5365
H: 5.3530 -2.1519 -2.8014
H: 2.6334 0.9108 -3.9594
H: 4.2242 1.6855 -5.7156

These are the Mulliken partial charges, in e, on atoms 1 to 4: number 1, Co, carries 1.02; number 2, C, carries -0.83; number 3, N, carries 0.25; number 4, C, carries -1.23